# 1
The following is a DFT calculation (the ωB97M-V functional and the def2-TZVPD basis) of 2 unconnected molecules or ions with the total composition C3H7ClN in a non-equilibrium geometry.

Last column: Löwdin charge in e.
Cartesian coordinates (Å):
C 0.763 0.507 1.149  -0.054
C 0.572 -0.561 -0.001  -0.277
C 1.408 0.679 -0.141  -0.729
N -0.738 -0.650 -0.538  0.222
Cl 3.054 0.646 -0.620  0.706
H -0.032 1.211 1.215  0.108
H 1.275 0.372 2.025  0.096
H 0.950 -1.528 0.048  0.138
H 0.643 1.876 -1.094  0.252
H -0.698 -0.008 -1.303  0.144
H -1.498 -0.325 0.030  0.175
H -0.855 -1.641 -0.889  0.219

E_tot: -633.0462 Ha
Charge: +1
Multiplicity: 1
Kohn-Sham gap: 10.3 eV
Relative energy (zero: lowest compared OMol25 entry of this formula, charge and spin): 349.3 kJ/mol



# 2
The following is a DFT calculation (the ωB97M-V functional and the def2-TZVPD basis) of a molecular structure, CH2BrCl2Pt in a non-equilibrium geometry.

Last column: Löwdin spin population.
Cartesian coordinates (Å):
Pt 0.605 3.244 -2.568  2.451
Br 0.948 0.689 -2.095  0.530
C -0.187 -0.789 0.831  0.006
Cl -1.665 0.113 1.340  0.002
Cl 0.077 -2.137 1.944  0.002
H -0.375 -1.084 -0.202  0.005
H 0.597 -0.036 0.751  0.004

E_tot: -3652.8563 Ha
⟨S²⟩: 3.758
Multiplicity: 4
Kohn-Sham gap (alpha / beta): 9.2 / 7.1 eV
Relative energy (zero: lowest compared OMol25 entry of this formula, charge and spin): 0.0 kJ/mol



Look up the E_tot of the first one. -633.0462 Ha